1.
Entry from OMol25: a cluster of 9 separate species, C24H49O26S in total in a non-equilibrium geometry (ωB97M-V/def2-TZVPD).

## Properties
Charge   -3
E_HOMO   3.20 eV
HOMO-LUMO gap   0.05813 hartree
Strongest force on any atom   3.265 eV Å⁻¹
Energy above the lowest of the compared OMol25 structures with the same formula, charge and spin   0.0 kcal per mole
Energy   -3298.083756 Ha

Last column: Mulliken charge in e.
CARTESIAN COORDINATES (ANGSTROEM)
H -14.566 7.689 -4.774  0.25
C -8.112 10.431 -1.084  0.81
H -12.906 11.533 -1.403  -0.05
O -17.272 4.763 -5.054  -0.39
H -8.446 7.579 -2.390  0.21
H -16.843 9.317 4.243  0.29
H -13.577 5.059 -3.649  0.21
C -15.076 14.355 -0.855  0.78
H -9.697 4.255 -1.353  0.26
H -17.177 7.679 4.904  0.25
O -16.377 10.563 -0.725  -0.29
H -15.603 7.131 -0.396  -0.05
O -10.031 5.567 0.183  -0.40
C -15.701 12.083 -3.782  -1.12
H -18.053 3.618 -3.532  0.30
C -12.043 10.968 -1.767  -0.32
H -16.413 11.595 -4.452  0.37
H -11.848 4.706 -3.468  0.35
O -15.475 11.324 -2.607  0.49
H -12.450 13.972 -1.257  0.35
H -15.952 8.600 -4.095  0.07
H -15.165 7.298 -3.172  0.09
H -12.863 6.626 2.762  0.39
H -9.490 9.191 -3.770  0.02
C -13.052 14.337 -2.084  -0.56
C -8.217 8.099 -1.460  -0.33
H -12.213 10.838 -2.863  -0.01
C -17.131 14.724 0.228  -0.51
H -13.298 8.618 -2.572  0.12
H -12.793 7.562 -1.339  0.06
H -11.321 4.929 -1.236  -0.14
O -12.099 5.758 0.946  -0.41
O -11.957 9.787 5.259  -0.81
H -7.530 7.582 -0.796  0.38
H -18.393 3.045 -5.149  0.23
H -19.584 10.277 -2.546  0.24
O -16.098 15.190 -0.614  -0.39
C -10.484 4.525 -0.655  -0.30
C -13.013 8.632 -1.499  -0.57
O -14.253 15.001 -1.689  -0.37
H -16.216 13.008 -3.490  0.30
H -15.683 8.105 4.089  0.03
O -17.340 7.183 0.753  -0.49
C -11.939 9.619 -1.001  3.07
O -12.030 9.839 0.294  -0.76
H -17.976 15.400 0.130  0.21
H -19.209 11.226 -1.093  0.28
C -16.495 10.937 -1.841  0.47
H -16.802 14.733 1.271  0.32
C -16.684 7.166 -0.503  0.33
H -10.909 3.712 -0.062  0.33
H -12.557 4.763 -5.083  0.25
O -11.217 8.341 -4.602  -0.17
H -16.955 8.063 -1.075  -0.19
C -15.464 7.632 -4.164  -0.01
H -14.748 12.295 -4.249  0.23
H -9.298 8.578 -5.383  0.35
H -12.537 15.020 -2.759  0.32
C -18.806 10.522 -1.826  -0.59
O -15.699 8.532 1.527  -0.33
H -16.756 2.834 -4.424  0.27
H -7.959 13.565 -1.782  0.20
C -12.592 5.208 -4.084  -0.80
H -11.155 11.582 -1.582  -0.21
C -16.772 8.243 4.066  -0.37
H -13.301 13.503 -2.745  0.07
H -10.264 10.053 -5.117  0.29
H -18.516 9.636 -1.260  0.17
O -12.374 6.599 -4.183  -0.05
C -10.876 6.281 0.999  0.81
O -14.978 13.245 -0.451  -0.41
C -13.164 6.339 1.754  -0.41
S -13.166 9.148 4.665  1.01
C -16.686 7.901 1.708  0.71
H -17.127 6.364 -1.095  0.22
O -7.837 9.403 -1.899  -0.42
O -12.962 9.078 3.184  -0.59
O -14.345 10.066 4.855  -0.79
C -11.134 7.061 -4.281  0.76
O -10.462 7.169 1.654  -0.45
H -17.405 13.692 0.003  0.13
C -17.620 3.488 -4.527  -0.65
O -17.339 7.720 2.852  -0.46
O -17.690 11.077 -2.487  -0.47
O -16.068 5.124 -3.169  -0.54
C -16.519 5.498 -4.217  0.87
O -7.918 11.557 -1.785  -0.33
O -16.377 6.691 -4.763  -0.46
H -7.388 12.844 -0.249  0.27
H -13.945 8.796 -0.943  -0.10
H -9.142 12.801 -0.697  0.27
H -10.916 9.193 -1.272  -2.16
H -9.187 8.124 -0.955  0.02
H -13.599 7.197 1.247  0.10
O -13.469 7.796 5.234  -0.82
C -8.114 12.766 -1.058  -0.64
C -10.017 9.074 -4.719  -0.60
H -13.905 5.534 1.793  0.21
O -10.114 6.458 -4.061  -0.63
O -8.480 10.342 0.044  -0.47


2.
Entry from OMol25: a cluster of 2 separate species, C31H52FN4O6 in total in a non-equilibrium geometry (ωB97M-V/def2-TZVPD).

## Properties
Charge   +1
E_HOMO   -10.29 eV
HOMO-LUMO gap   0.29165 hartree
Strongest force on any atom   2.718 eV Å⁻¹
Energy   -1982.346163 Ha

Last column: Mulliken charge in e.
CARTESIAN COORDINATES (ANGSTROEM)
O -4.910 -2.284 -1.671  -0.51
C -2.859 -5.832 1.024  -0.09
H 5.840 4.772 -0.149  0.33
C 0.188 1.707 0.730  0.28
H -3.614 -6.800 2.570  0.29
H -4.706 -2.122 1.562  0.02
H -2.444 -0.136 -1.089  0.17
C -0.282 -6.236 1.629  -1.18
C 0.996 5.033 -3.926  -0.22
O -8.057 -2.577 1.413  -0.29
H -0.631 2.473 0.805  0.29
C -1.433 -5.392 0.986  0.21
H -0.226 3.517 -2.977  0.45
C -9.031 -2.636 2.423  0.18
C -5.536 -2.888 1.546  -0.01
H 3.290 -4.405 5.008  0.40
H 5.808 3.791 -2.783  0.45
H -0.064 -7.664 3.279  0.29
H -9.042 -1.926 3.292  0.36
H 1.295 6.063 -3.724  0.10
C 5.045 4.443 -0.819  -0.61
C -1.028 -4.131 0.334  0.25
H 0.855 4.362 -1.854  0.11
H 2.123 -6.687 4.495  0.26
H 2.909 7.369 -3.983  0.30
O -6.150 -5.869 0.159  -0.48
C 5.442 4.678 -2.270  -0.65
C 2.198 -4.578 5.171  -0.55
H 5.585 6.472 -3.902  0.28
H 4.876 5.292 -4.987  0.60
H 1.799 3.167 -4.547  0.57
H 2.947 7.976 -6.505  0.38
C 1.722 -5.697 4.145  -0.35
C 0.753 1.222 2.121  -0.99
H -0.589 5.167 -2.470  0.42
C -0.534 -6.646 3.137  -0.32
C 3.564 6.046 -1.876  -0.68
H 2.471 -4.472 7.242  0.23
H 3.814 5.880 0.277  0.54
H 1.178 0.192 1.951  0.29
C 3.730 7.155 -4.664  -0.41
C 0.219 4.484 -2.736  -1.41
C -4.730 -3.017 -0.751  0.08
H -3.212 -1.054 0.248  -0.06
H 3.936 6.535 -6.749  0.36
C -1.276 -0.157 0.747  -0.48
H 2.118 -5.477 3.120  0.29
C -2.016 -3.217 -0.280  -0.06
H 4.883 3.383 -0.621  0.31
H 1.541 1.885 2.559  0.35
N 4.172 5.206 -2.987  0.21
O -1.665 -2.030 -0.899  -0.57
H -2.521 -7.706 1.772  0.40
H -0.148 -6.087 5.212  0.29
C 3.339 3.985 -3.358  -1.00
C -6.838 -2.149 2.058  -0.55
H 2.286 6.404 -6.124  0.24
H 2.924 4.557 -0.445  -0.12
C -3.818 -4.931 0.412  0.13
C 3.762 5.239 -0.603  -0.41
H -1.898 0.603 1.303  0.37
N 1.851 -4.934 6.577  -0.61
H 4.340 8.063 -4.667  0.53
H 4.039 3.286 -3.821  0.32
H -0.886 -0.913 1.486  0.18
H -5.251 -3.642 2.340  0.34
O -9.893 -3.461 2.372  -0.43
H 4.127 6.980 -1.833  0.55
H 2.583 4.508 -5.294  0.31
O -0.251 0.524 0.016  -0.38
H 6.199 5.460 -2.314  0.44
H 0.913 -4.544 6.711  0.25
H 0.313 5.093 -4.779  0.45
N -3.309 -7.065 1.623  -0.67
H -6.666 -1.033 2.009  0.24
H -0.187 -7.172 1.007  0.39
H -0.049 1.109 2.898  0.26
F 0.303 -3.768 0.278  -0.37
N -5.689 -3.537 0.227  0.02
H 1.047 2.097 0.116  -0.16
C -2.233 -0.876 -0.264  -0.03
H -0.276 -4.634 4.163  0.30
H 2.517 6.251 -2.077  0.40
C 3.199 6.998 -6.091  -1.32
H -1.614 -6.761 3.409  0.31
H -6.934 -2.383 3.160  0.39
H 2.993 3.521 -2.434  0.69
C 2.188 4.169 -4.334  -0.78
C -3.395 -3.658 -0.235  1.45
C 4.643 6.010 -4.199  -0.71
C 0.131 -5.687 4.193  -0.96
H 0.668 -5.636 1.602  0.24
H 1.611 -3.645 4.909  0.23
C -5.379 -4.977 0.264  0.04


3.
Entry from OMol25: a structure of composition C5H11IrO4 in a non-equilibrium geometry (ωB97M-V/def2-TZVPD).

## Properties
Multiplicity   6
Charge   +1
E_HOMO (spin up / spin down)   -11.81 / -15.03 eV
HOMO-LUMO gap (spin up / spin down)   0.31958 / 0.31187 hartree
Strongest force on any atom   6.199 eV Å⁻¹
Energy   -601.894007 Ha

Last column: Löwdin spin population.
CARTESIAN COORDINATES (ANGSTROEM)
O 1.078 -1.450 -1.315  0.02
H -1.580 1.222 -1.450  0.01
H 2.987 -1.041 -2.039  0.00
H -0.326 0.535 2.400  0.01
O 1.032 0.748 -0.898  0.35
C -1.679 0.553 -0.584  0.01
H 1.096 0.526 3.459  0.01
H -3.329 -0.651 -1.291  0.00
O 1.336 1.653 1.736  0.72
H 2.730 -2.603 -1.188  0.00
C 0.487 -0.356 -0.899  0.04
Ir 1.152 2.379 0.113  3.70
H 1.152 -0.352 1.912  0.02
C 0.781 0.574 2.396  0.08
C 2.500 -1.535 -1.191  0.00
H 2.819 -1.073 -0.249  0.00
O -0.798 -0.572 -0.792  0.02
C -3.083 0.019 -0.457  0.00
H -3.786 0.862 -0.471  0.00
H -3.213 -0.524 0.489  0.00
H -1.355 1.088 0.320  0.01


4.
Entry from OMol25: a structure of composition C33H44N2O4P2Pd in a non-equilibrium geometry (ωB97M-V/def2-TZVPD).

## Properties
Charge   +2
E_HOMO   -12.24 eV
HOMO-LUMO gap   0.20808 hartree
Strongest force on any atom   2.239 eV Å⁻¹
Energy   -2504.502631 Ha

Last column: Mulliken charge in e.
CARTESIAN COORDINATES (ANGSTROEM)
C -4.031 -2.329 0.260  -0.97
H 3.526 1.276 -3.042  0.55
H -5.684 0.157 -0.404  0.36
H -1.344 -3.414 2.820  0.64
C 4.349 -0.819 1.523  -1.75
P -2.727 0.233 0.039  1.95
H 5.344 0.531 3.645  0.44
H -3.743 3.155 0.413  0.32
C -2.044 -1.839 1.541  0.25
O -1.743 -1.547 -2.326  -0.50
H 2.678 3.463 3.637  0.40
H 3.703 -1.563 1.054  0.35
C -3.129 -3.966 1.755  -0.90
H -2.419 1.057 2.200  0.04
H -4.790 -2.030 -0.455  0.43
C 1.846 0.428 -2.030  -0.10
C -2.957 2.797 1.080  -1.56
H 3.586 3.190 1.035  0.20
C -4.104 -3.601 0.824  0.26
C -4.553 1.078 2.068  -1.64
H 1.123 2.715 4.056  0.38
C -1.213 -1.092 -3.300  -0.04
H 0.858 -0.527 7.631  0.43
C -3.027 -1.449 0.623  -0.30
C 0.522 -0.032 5.565  0.36
H 2.213 0.755 4.585  0.30
H -2.475 -1.759 -4.546  0.39
Pd -0.461 -0.193 0.001  -0.42
C -2.113 -3.099 2.126  0.04
C -3.150 1.623 -2.316  -1.38
H -1.308 -0.904 6.253  0.47
H 0.622 2.611 1.534  -0.34
C -1.194 -0.935 4.130  -0.09
H 2.102 0.521 6.933  0.39
C 1.660 3.273 3.299  -1.68
C 1.654 2.620 1.908  1.21
H -4.574 1.487 3.080  0.42
C 0.716 0.041 -4.454  -0.46
C 2.533 3.449 0.961  -1.23
H -3.156 -4.960 2.184  0.45
H -2.979 3.421 1.974  0.44
H 2.430 4.498 1.230  0.52
H -5.816 0.791 -2.042  0.49
P 2.003 0.807 1.914  1.76
O 1.688 0.245 0.363  -0.40
H -1.996 2.951 0.581  0.38
C 1.953 0.659 -4.391  -0.66
H 2.457 0.974 -5.294  0.49
H -4.789 0.015 2.138  0.37
H 0.233 -0.145 -5.401  0.57
H -2.080 1.460 -2.462  0.23
H -6.135 -4.043 0.258  0.39
N -0.981 -0.926 1.748  -0.35
C 0.767 0.089 3.133  -0.23
H 2.228 3.350 -0.082  0.31
C -0.716 -0.642 5.384  -1.12
C 2.545 0.838 -3.155  -0.78
H -5.341 1.567 1.502  0.38
H 5.127 -1.352 2.069  0.51
C -0.472 -0.610 2.964  0.02
H 4.954 1.753 2.442  0.29
H -4.927 -5.069 -0.505  0.31
C -5.191 -4.560 0.424  -1.60
H 4.047 1.672 3.959  0.29
C -5.243 0.853 -1.116  -1.78
H 1.165 4.239 3.198  0.51
C 2.527 0.579 -0.704  0.43
C 1.037 0.296 6.940  -1.87
H -2.157 -1.415 4.018  0.58
H 3.194 -0.633 3.278  0.52
O -1.672 -1.214 -4.545  -0.45
N 0.629 -0.118 -2.075  0.26
C -3.778 0.542 -1.425  0.77
C 0.092 -0.342 -3.273  0.73
H -3.631 1.624 -3.294  0.43
H 4.830 -0.231 0.751  0.43
H -3.720 -0.414 -1.951  0.67
H -5.361 1.865 -0.729  0.32
C 1.244 0.302 4.434  -1.03
C -3.172 1.326 1.458  1.20
H -5.343 -5.323 1.185  0.41
O 3.639 0.956 -0.583  -0.48
C 3.590 0.052 2.532  0.76
C 4.523 1.079 3.183  -1.44
H -3.281 2.616 -1.884  0.36
H 0.511 1.166 7.342  0.36